No. 1
DFT (ωB97M-V with the def2-TZVPD basis set) results for C23H27N5O4S in the gas phase in a non-equilibrium geometry.

Atoms and positions in Å:
C (3.0202, 3.2152, -0.5980)
O (2.8371, 2.2200, 0.3762)
C (4.0178, 1.9769, 1.1118)
C (3.7856, 0.8442, 2.1063)
H (2.7980, 0.9552, 2.5544)
H (4.5355, 0.9071, 2.8947)
C (3.8914, -0.5391, 1.4682)
N (2.8310, -0.8046, 0.5125)
C (1.6150, -1.1502, 1.0093)
N (1.2691, -1.2050, 2.2633)
N (-0.0086, -1.6350, 2.3013)
C (-0.4410, -1.8455, 1.0948)
N (0.5676, -1.5470, 0.1979)
C (0.7271, -1.5457, -1.1674)
C (1.9500, -1.1236, -1.6576)
C (3.0851, -0.7209, -0.8460)
O (4.1677, -0.3873, -1.2814)
S (1.9922, -1.1803, -3.3785)
C (0.3844, -1.7756, -3.4177)
C (-0.1755, -1.9209, -2.1861)
H (-1.1790, -2.2630, -2.0219)
H (-0.0702, -1.9921, -4.3645)
C (-1.7983, -2.2992, 0.7017)
C (-2.6610, -2.8117, 1.8605)
H (-2.2040, -3.7106, 2.2777)
H (-3.6302, -3.0833, 1.4379)
C (-2.8828, -1.8056, 2.9982)
C (-3.2181, -0.4363, 2.4316)
O (-4.3142, -0.1399, 2.0009)
N (-2.1699, 0.4173, 2.4488)
H (-1.2687, 0.0478, 2.7186)
C (-2.1908, 1.6768, 1.7304)
C (-1.7817, 1.4819, 0.2900)
C (-0.4630, 1.6538, -0.1189)
C (-0.1289, 1.4615, -1.4459)
C (-1.0811, 1.0845, -2.3789)
C (-2.3919, 0.8707, -1.9694)
C (-2.7315, 1.0746, -0.6320)
H (-3.7539, 0.9140, -0.3268)
O (-3.4061, 0.4629, -2.7835)
C (-3.1463, 0.3048, -4.1555)
H (-4.0941, 0.0090, -4.6024)
H (-2.4009, -0.4773, -4.3376)
H (-2.8081, 1.2404, -4.6124)
H (-0.7893, 0.9614, -3.4100)
H (0.8918, 1.6047, -1.7667)
H (0.3007, 1.9468, 0.5860)
H (-1.5186, 2.3763, 2.2319)
H (-3.2165, 2.0516, 1.7749)
H (-1.9885, -1.7480, 3.6148)
H (-3.7222, -2.1486, 3.6039)
H (-1.6941, -3.1099, -0.0261)
H (-2.3090, -1.4667, 0.2039)
H (3.8255, -1.3015, 2.2480)
H (4.8325, -0.6336, 0.9210)
H (4.3011, 2.8958, 1.6508)
H (4.8371, 1.7176, 0.4249)
H (3.4146, 4.1361, -0.1501)
H (2.0452, 3.4210, -1.0344)
H (3.7145, 2.8781, -1.3776)

Its gap between HOMO and LUMO is 8.553 eV. The HOMO energy is -8.59 eV.


No. 2
DFT (ωB97M-V with the def2-TZVPD basis set) results for a molecular structure, C23H27N5OPdSi in a non-equilibrium geometry.

Atoms and positions in Å:
Pd (10.1697, 11.9743, 7.3408)
C (14.2382, 17.2151, 4.7997)
C (13.2985, 16.1503, 5.3776)
C (11.9217, 16.4562, 5.2858)
C (10.9604, 15.8336, 6.0511)
C (11.2339, 14.6522, 6.7710)
N (10.1822, 14.0041, 7.3955)
C (9.2406, 14.5975, 8.1958)
C (9.5442, 15.7649, 8.9687)
C (8.5957, 16.4601, 9.6912)
C (7.2516, 16.2488, 9.4523)
C (6.2217, 17.2311, 9.9392)
C (6.8853, 15.1187, 8.7465)
C (7.8494, 14.2413, 8.2239)
N (7.3162, 13.0262, 7.7597)
C (5.9761, 12.6290, 7.7516)
C (5.8701, 11.5125, 6.9524)
C (7.2245, 11.2019, 6.6184)
N (8.1086, 12.0424, 7.1673)
C (12.6005, 14.2366, 6.7052)
C (13.6152, 14.9929, 6.0686)
N (13.0226, 12.9935, 7.2471)
C (14.3334, 12.5580, 7.4876)
C (14.3206, 11.4300, 8.2468)
C (12.9195, 11.2221, 8.4764)
N (12.1381, 12.0566, 7.7869)
H (13.6731, 18.0303, 4.3450)
H (14.8848, 16.7517, 4.0536)
H (14.8876, 17.6459, 5.5349)
H (11.6134, 17.2954, 4.6583)
H (9.9464, 16.2129, 6.0746)
H (10.5628, 16.1567, 8.9216)
H (8.8291, 17.2887, 10.3274)
H (6.6739, 17.8796, 10.7196)
H (5.3322, 16.7991, 10.3498)
H (5.8724, 17.8854, 9.1276)
H (5.8128, 14.8911, 8.5974)
H (5.2203, 13.1773, 8.2663)
H (4.9738, 10.9892, 6.6399)
H (7.5228, 10.3948, 5.9705)
H (14.6472, 14.6002, 6.0505)
H (15.1820, 13.1257, 7.1392)
H (15.1962, 10.8642, 8.5627)
H (12.5046, 10.4263, 9.0962)
C (8.9757, 8.1826, 5.8646)
Si (10.5210, 8.8634, 6.6533)
C (11.6064, 9.6406, 5.2988)
C (11.2500, 7.4716, 7.6821)
O (10.0847, 10.0046, 7.8014)
H (9.1629, 7.1997, 5.5014)
H (8.6177, 8.7484, 4.9914)
H (8.1343, 8.1627, 6.5581)
H (12.0402, 8.8975, 4.6565)
H (12.4045, 10.2694, 5.6784)
H (11.0149, 10.3020, 4.6644)
H (11.4469, 6.6053, 7.0771)
H (10.5322, 7.1773, 8.4616)
H (12.1890, 7.7580, 8.1554)

Its gap between HOMO and LUMO (spin up / spin down) is 7.574 / 4.736 eV. The HOMO energy (spin up / spin down) is -13.28 / -14.38 eV. As for the spin multiplicity: 5. As for the net charge: +2. As for the expectation value of S²: 6.05.


No. 3
DFT (ωB97M-V with the def2-TZVPD basis set) results for a molecular structure, C23H28AuI2N4.

Atoms and positions in Å:
Au (0.5700, 0.5743, -0.6191)
I (-0.0530, -0.3294, 2.4016)
C (-1.9831, -0.9926, 1.8455)
I (-2.0072, -2.1706, 0.0837)
H (-2.5962, -0.1172, 1.6707)
H (-2.3808, -1.6031, 2.6453)
C (4.2413, 1.2851, 3.2906)
C (4.1982, 0.4681, 2.0048)
C (4.3712, -1.0139, 2.3196)
C (5.2871, 0.9469, 1.0427)
N (2.8348, 0.6822, 1.4651)
N (2.5602, 0.0294, 0.2231)
H (5.2140, 1.1824, 3.7708)
H (3.4713, 0.9489, 3.9851)
H (4.0809, 2.3464, 3.0862)
H (5.3117, -1.1732, 2.8463)
H (4.4074, -1.6264, 1.4155)
H (3.5579, -1.3697, 2.9541)
H (6.2711, 0.8289, 1.4967)
H (5.1563, 2.0039, 0.7999)
H (5.3022, 0.3735, 0.1125)
H (2.6717, 1.6713, 1.3116)
H (2.5177, -0.9671, 0.4158)
H (3.2948, 0.1797, -0.4674)
C (-1.1395, 1.3126, -1.2691)
C (-2.1304, 1.7506, -1.8654)
C (-3.2815, 2.2026, -2.4385)
C (-4.5594, 1.6251, -2.0435)
C (-4.5857, 0.3399, -1.4805)
C (-5.7845, -0.2257, -1.0978)
C (-6.9673, 0.4905, -1.2514)
C (-6.9521, 1.7753, -1.7790)
C (-5.7557, 2.3426, -2.1783)
C (-3.1914, 3.2664, -3.4422)
C (-4.0401, 3.2808, -4.5539)
C (-3.9061, 4.2700, -5.5129)
C (-2.9420, 5.2576, -5.3608)
C (-2.0919, 5.2469, -4.2609)
C (-2.2022, 4.2470, -3.3132)
H (-3.6595, -0.2108, -1.3732)
H (-5.8020, -1.2240, -0.6820)
H (-7.9070, 0.0457, -0.9510)
H (-7.8719, 2.3361, -1.8707)
H (-5.7394, 3.3580, -2.5481)
H (-4.7732, 2.4967, -4.6844)
H (-4.5548, 4.2707, -6.3781)
H (-2.8486, 6.0367, -6.1058)
H (-1.3432, 6.0186, -4.1446)
H (-1.5470, 4.2276, -2.4520)
N (1.3450, -1.0586, -4.9243)
C (1.7828, -2.1943, -4.2866)
C (1.8578, -1.8609, -2.9709)
N (1.4792, -0.5464, -2.7930)
C (1.1746, -0.1014, -3.9865)
H (1.1787, -0.9571, -5.9103)
H (1.9933, -3.1073, -4.8135)
H (2.1535, -2.4851, -2.1445)
H (0.8308, 0.8945, -4.2146)

Its gap between HOMO and LUMO is 5.878 eV. The HOMO energy is -10.43 eV. As for the net charge: +1.


Copy entry 2 word for word.
DFT (ωB97M-V with the def2-TZVPD basis set) results for a molecular structure, C23H27N5OPdSi in a non-equilibrium geometry.

Atoms and positions in Å:
Pd (10.1697, 11.9743, 7.3408)
C (14.2382, 17.2151, 4.7997)
C (13.2985, 16.1503, 5.3776)
C (11.9217, 16.4562, 5.2858)
C (10.9604, 15.8336, 6.0511)
C (11.2339, 14.6522, 6.7710)
N (10.1822, 14.0041, 7.3955)
C (9.2406, 14.5975, 8.1958)
C (9.5442, 15.7649, 8.9687)
C (8.5957, 16.4601, 9.6912)
C (7.2516, 16.2488, 9.4523)
C (6.2217, 17.2311, 9.9392)
C (6.8853, 15.1187, 8.7465)
C (7.8494, 14.2413, 8.2239)
N (7.3162, 13.0262, 7.7597)
C (5.9761, 12.6290, 7.7516)
C (5.8701, 11.5125, 6.9524)
C (7.2245, 11.2019, 6.6184)
N (8.1086, 12.0424, 7.1673)
C (12.6005, 14.2366, 6.7052)
C (13.6152, 14.9929, 6.0686)
N (13.0226, 12.9935, 7.2471)
C (14.3334, 12.5580, 7.4876)
C (14.3206, 11.4300, 8.2468)
C (12.9195, 11.2221, 8.4764)
N (12.1381, 12.0566, 7.7869)
H (13.6731, 18.0303, 4.3450)
H (14.8848, 16.7517, 4.0536)
H (14.8876, 17.6459, 5.5349)
H (11.6134, 17.2954, 4.6583)
H (9.9464, 16.2129, 6.0746)
H (10.5628, 16.1567, 8.9216)
H (8.8291, 17.2887, 10.3274)
H (6.6739, 17.8796, 10.7196)
H (5.3322, 16.7991, 10.3498)
H (5.8724, 17.8854, 9.1276)
H (5.8128, 14.8911, 8.5974)
H (5.2203, 13.1773, 8.2663)
H (4.9738, 10.9892, 6.6399)
H (7.5228, 10.3948, 5.9705)
H (14.6472, 14.6002, 6.0505)
H (15.1820, 13.1257, 7.1392)
H (15.1962, 10.8642, 8.5627)
H (12.5046, 10.4263, 9.0962)
C (8.9757, 8.1826, 5.8646)
Si (10.5210, 8.8634, 6.6533)
C (11.6064, 9.6406, 5.2988)
C (11.2500, 7.4716, 7.6821)
O (10.0847, 10.0046, 7.8014)
H (9.1629, 7.1997, 5.5014)
H (8.6177, 8.7484, 4.9914)
H (8.1343, 8.1627, 6.5581)
H (12.0402, 8.8975, 4.6565)
H (12.4045, 10.2694, 5.6784)
H (11.0149, 10.3020, 4.6644)
H (11.4469, 6.6053, 7.0771)
H (10.5322, 7.1773, 8.4616)
H (12.1890, 7.7580, 8.1554)

Its gap between HOMO and LUMO (spin up / spin down) is 7.574 / 4.736 eV. The HOMO energy (spin up / spin down) is -13.28 / -14.38 eV. As for the spin multiplicity: 5. As for the net charge: +2. As for the expectation value of S²: 6.05.